[1]
Computed, not measured: a cluster of 2 separate species, C4H8S2 in total, with wB97M-V/def2-TZVPD.

Last column: Mulliken charge in e.
CARTESIAN COORDINATES (ANGSTROEM)
S1 -0.151 -2.531 0.287  -0.2572
S2 3.113 -0.404 -0.348  -0.2818
C1 -0.773 -1.072 -0.244  0.1846
C2 -0.720 1.375 0.872  -0.7745
C3 -0.901 0.191 -0.008  0.1518
C4 -1.308 -0.285 -1.393  -0.5219
H1 -0.708 -0.079 -2.364  0.1725
H2 0.088 2.023 0.430  0.2392
H3 -0.457 0.954 1.923  0.2126
H4 -2.380 -0.472 -1.614  0.2068
H5 -1.675 1.967 0.924  0.2869
H6 0.498 -2.290 1.474  0.1148
H7 3.214 0.113 0.851  0.1391
H8 2.160 0.511 -0.790  0.1271

Summary:
- Total energy: -25945.1811 eV
- Structure (SMILES): CC1=C(S)C1.S
- Orbital gap: 8.71 eV
- Multiplicity: 1
- Energy above the lowest of the compared OMol25 structures with the same formula, charge and spin: 3.233 eV
- LUMO energy: 0.53 eV

=====

[2]
Computed, not measured: a cluster of 2 separate species, C5H12O3 in total, with wB97M-V/def2-TZVPD.

Last column: Mulliken charge in e.
CARTESIAN COORDINATES (ANGSTROEM)
O1 0.070 -0.764 2.710  -0.9003
O2 0.754 -3.194 2.783  -0.7785
O3 0.341 2.610 -3.252  -0.9563
C1 -0.494 -0.853 0.353  -0.4753
C2 -0.231 2.197 -2.086  -0.3881
C3 -0.886 -0.079 -0.950  -0.6547
C4 0.231 -0.104 1.486  -0.4323
C5 0.232 0.776 -1.546  -0.2580
H1 0.013 -1.783 0.056  0.2094
H2 0.807 -3.633 1.915  0.2459
H3 -1.176 -0.817 -1.711  0.2353
H4 0.466 -2.193 2.611  0.4329
H5 -1.791 0.483 -0.712  0.4021
H6 0.756 0.327 -2.395  0.3171
H7 -0.060 2.944 -1.275  0.0925
H8 1.031 0.973 -0.826  0.1622
H9 -1.409 -1.214 0.840  0.2122
H10 -0.251 0.889 1.603  0.2344
H11 1.298 0.039 1.229  0.1542
H12 -1.345 2.106 -2.255  0.1453

Summary:
- Total energy: -11519.0942 eV
- Charge: -2
- Orbital gap: 6.12 eV
- Multiplicity: 1
- Energy above the lowest of the compared OMol25 structures with the same formula, charge and spin: 0.578 eV
- LUMO energy: 6.49 eV

=====

[3]
Computed, not measured: a structure of composition C28H21CuN6O2SSe, with wB97M-V/def2-TZVPD.

Last column: Mulliken charge in e.
CARTESIAN COORDINATES (ANGSTROEM)
Se1 -1.517 -1.408 0.434  -0.2379
Cu1 -0.346 0.706 0.216  -0.9566
S1 -3.529 1.279 -0.433  -0.1384
O1 -0.161 3.017 1.671  -0.5491
O2 2.302 -0.743 2.312  -0.9960
N1 0.896 0.983 1.699  0.1475
N2 -0.467 -4.037 0.153  0.2832
N3 -1.883 1.486 -0.838  0.3218
N4 0.673 1.943 -1.069  0.1742
N5 -2.455 2.841 -2.643  -0.1969
N6 1.007 -2.695 1.029  0.3634
C1 2.310 1.367 3.500  0.3975
C2 1.610 -3.944 0.957  0.3714
C3 -1.690 -4.563 -0.424  -0.9521
C4 -0.235 -2.770 0.552  -0.0230
C5 -4.223 1.299 -2.054  0.6523
C6 0.944 -6.147 0.187  -0.6668
C7 -5.908 0.690 -3.647  -0.5787
C8 1.741 3.626 4.134  -0.5297
C9 3.440 2.363 5.320  -0.5454
C10 -1.557 2.285 -1.794  0.1305
C11 -5.337 1.547 -4.575  -0.6528
C12 -5.338 0.548 -2.388  -0.6593
C13 3.256 1.255 4.494  -0.3103
C14 0.420 3.473 -2.867  -0.7729
C15 1.984 2.146 -1.076  0.1018
C16 3.151 -5.720 1.114  -0.5569
C17 -3.646 2.142 -2.991  0.3591
C18 2.697 3.526 5.143  -0.4724
C19 2.874 -4.382 1.328  -0.5679
C20 2.589 3.018 -1.970  -0.8171
C21 1.793 3.690 -2.876  -0.5995
C22 1.571 2.524 3.323  0.0512
C23 2.203 -6.586 0.553  -0.5315
C24 0.659 2.273 2.169  0.5893
C25 -0.105 2.591 -1.943  1.4459
C26 -4.190 2.262 -4.258  -0.6844
C27 1.862 0.391 2.458  0.2280
C28 0.672 -4.803 0.401  0.3145
H1 0.213 -6.820 -0.238  0.4070
H2 -2.100 3.457 -3.354  0.1751
H3 2.228 4.378 -3.588  0.4405
H4 -5.777 1.655 -5.556  0.3879
H5 -2.227 -5.163 0.310  0.3266
H6 2.553 1.600 -0.335  0.4356
H7 3.597 -3.709 1.766  0.4950
H8 3.659 3.162 -1.943  0.4334
H9 -1.440 -5.178 -1.287  0.3418
H10 -6.796 0.128 -3.900  0.3962
H11 -2.317 -3.735 -0.743  0.3042
H12 -5.770 -0.125 -1.659  0.4268
H13 4.121 -6.110 1.388  0.4015
H14 2.864 4.365 5.805  0.4091
H15 1.440 -1.854 1.459  0.2366
H16 1.156 4.524 3.993  0.5010
H17 -0.205 3.997 -3.575  0.3199
H18 3.827 0.346 4.627  0.4934
H19 4.172 2.319 6.115  0.4035
H20 -3.729 2.913 -4.991  0.3326
H21 2.463 -7.626 0.406  0.3964

Summary:
- Total energy: -163231.4897 eV
- Charge: +1
- Orbital gap (spin up / spin down): 7.24 / 6.64 eV
- Multiplicity: 2
- Energy above the lowest of the compared OMol25 structures with the same formula, charge and spin: 0.000 eV
- LUMO energy (spin up / spin down): -3.40 / -3.95 eV

=====

[4]
Computed, not measured: a cluster of 14 separate species, C25H48Cl26N2O3P in total, with wB97M-V/def2-TZVPD.

Last column: Mulliken charge in e.
CARTESIAN COORDINATES (ANGSTROEM)
Cl1 -4.049 0.603 0.814  -0.0899
Cl2 0.388 -3.062 -4.269  0.0101
Cl3 -7.675 1.673 8.124  -0.1828
Cl4 -0.663 -1.671 -7.039  -0.0268
Cl5 10.815 -2.544 -5.059  -0.1545
Cl6 -0.939 -1.655 4.080  -0.1434
Cl7 -2.571 -2.595 6.312  -0.1304
Cl8 -0.177 1.817 4.530  0.0781
Cl9 -0.226 -3.837 1.828  -0.0582
Cl10 -1.980 -4.279 -7.258  -0.1881
Cl11 -0.363 -2.492 9.054  -0.1147
Cl12 -6.590 3.103 5.808  -0.1359
Cl13 7.014 -1.346 -6.331  -0.1972
Cl14 -3.102 -2.617 10.075  -0.1420
Cl15 -2.907 1.735 5.592  -0.0800
Cl16 6.830 0.824 -4.381  -0.1642
Cl17 3.487 3.391 6.271  -0.1442
Cl18 3.599 -4.266 -5.912  -0.1796
Cl19 -1.379 -3.821 -2.067  -0.1338
Cl20 0.931 -6.527 1.839  -0.1897
Cl21 2.670 -1.489 -5.959  -0.0264
Cl22 12.040 0.101 -4.778  -0.1711
Cl23 -5.862 -6.323 -2.056  -0.1763
Cl24 -4.311 2.803 2.717  -0.1232
Cl25 -3.453 -6.116 -3.704  -0.1360
Cl26 3.812 1.098 4.475  -0.1130
P1 0.694 1.728 -4.742  0.1244
O1 1.370 1.101 -3.250  -0.3950
O2 -0.940 1.386 -4.164  -0.6014
O3 -1.719 5.163 3.236  -0.7135
N1 -1.707 -0.432 -2.940  -0.6763
N2 -1.039 4.891 -0.682  -0.3017
C1 -4.710 1.118 2.366  -0.2660
C2 -1.734 -3.047 4.818  -0.4655
C3 1.593 3.810 3.416  0.1898
C4 -0.385 4.079 1.551  0.0297
C5 -0.551 -4.358 -3.546  -0.1644
C6 -2.046 3.213 -2.309  -0.8374
C7 -0.787 3.960 -1.776  -0.7166
C8 -1.429 -3.141 10.303  -0.2710
C9 0.729 -5.020 0.928  -0.1031
C10 6.296 -0.805 -4.799  0.1407
C11 10.659 -0.814 -5.399  0.0612
C12 -1.978 1.713 -1.954  -1.1234
C13 1.768 3.305 2.168  -1.2346
C14 -2.079 -2.538 -7.611  -0.3838
C15 4.309 1.848 5.994  -0.2864
C16 -1.521 4.290 0.560  -0.0096
C17 0.781 3.456 1.240  0.0941
C18 -1.035 0.923 -2.884  1.4501
C19 -4.100 -6.166 -2.062  -0.1209
C20 0.436 4.430 3.758  -0.5375
C21 -6.223 2.066 7.190  -0.1644
C22 3.537 -2.749 -6.833  -0.1903
C23 -0.536 4.542 2.824  0.5377
C24 -1.228 1.204 5.812  -0.2225
C25 0.412 0.596 -2.349  -0.2404
H1 -1.209 0.123 5.804  -0.0411
H2 -3.673 -7.018 -1.546  0.3022
H3 -3.828 -5.246 -1.557  0.1305
H4 0.113 -5.178 -3.295  0.3619
H5 0.970 3.063 0.252  0.3819
H6 0.669 3.017 -4.066  -0.1113
H7 -0.006 3.239 -1.553  -0.0108
H8 -0.868 1.575 6.766  0.3257
H9 0.734 0.409 -5.358  -0.4222
H10 5.378 2.027 5.962  0.3095
H11 0.625 -0.478 -2.350  0.2540
H12 2.676 2.790 1.891  0.4284
H13 -1.606 5.668 -0.980  0.2874
H14 -1.084 -2.794 11.270  0.2790
H15 -0.984 -3.795 5.049  0.3652
H16 -2.202 3.349 -3.375  0.3821
H17 -4.292 0.495 3.151  0.1361
H18 4.550 -2.409 -7.009  0.0873
H19 -2.193 5.007 1.029  0.6816
H20 -1.527 1.679 -0.955  0.4109
H21 -1.123 -1.042 -3.498  -0.0158
H22 0.608 0.998 -1.343  0.1394
H23 -5.789 1.017 2.340  0.3547
H24 1.707 -4.598 0.732  0.2911
H25 6.603 -1.487 -4.015  0.2964
H26 -2.108 3.375 0.420  -0.2170
H27 2.379 3.714 4.156  -0.1641
H28 2.011 2.103 -5.213  -0.0028
H29 0.115 2.353 -5.914  -0.0112
H30 -2.956 -2.136 -7.117  0.2684
H31 -5.783 1.144 6.826  0.1984
H32 3.037 -2.935 -7.777  0.2947
H33 0.251 4.846 4.736  0.4319
H34 -2.965 1.261 -1.874  0.4450
H35 -0.395 4.550 -2.605  0.3282
H36 -1.792 -0.807 -2.000  0.1857
H37 4.067 1.176 6.809  0.2614
H38 -2.898 3.593 -1.732  0.4457
H39 -1.394 -4.224 10.260  0.2511
H40 -2.458 -3.449 4.119  0.3461
H41 0.224 -5.242 -0.004  0.0701
H42 -5.523 2.582 7.835  0.2763
H43 -2.346 4.444 3.399  0.1216
H44 -2.163 -2.410 -8.684  0.3151
H45 5.215 -0.808 -4.898  -0.0891
H46 9.755 -0.446 -4.928  0.0020
H47 -1.296 -4.687 -4.258  -0.1070
H48 10.604 -0.675 -6.472  0.2561

Summary:
- Total energy: -370697.2027 eV
- Charge: -1
- Orbital gap: 5.65 eV
- Multiplicity: 1
- LUMO energy: 1.44 eV